1.
Computed, not measured: the molecule C4H7NOS, with the ωB97M-V functional and the def2-TZVPD basis.

Last column: natural (NBO) charge in e.
Positions of all 14 atoms, in Å:
C1 2.08 -0.12 0.32  0.22
C2 0.03 -1.31 1.02  -0.62
C3 -1.47 1.37 -0.60  -0.74
C4 0.62 -0.24 0.10  0.07
N1 3.21 0.11 0.29  -0.27
O1 0.19 -0.69 -1.20  -0.70
S1 -0.06 1.51 0.50  0.18
H1 -1.10 -1.19 0.89  0.22
H2 0.38 -2.28 0.74  0.23
H3 0.41 -0.91 2.08  0.23
H4 -1.81 0.28 -0.33  0.23
H5 -1.11 1.56 -1.63  0.22
H6 -2.16 2.12 -0.28  0.23
H7 0.78 -0.20 -1.91  0.49

Calculated values
calculated total energy	-18632.67537	eV
LUMO energy	0.505	eV
HOMO level	-9.21	eV
SMILES string	CS[C@@](C)(O)C#N
net charge	0

2.
Computed, not measured: the molecule C4H7NOS, with the ωB97M-V functional and the def2-TZVPD basis.

Last column: natural (NBO) charge in e.
Positions of all 14 atoms, in Å:
C1 -0.62 -1.64 -0.32  0.23
C2 -0.54 0.22 1.45  -0.33
C3 0.12 -0.42 0.32  -0.39
C4 0.29 0.57 -0.86  -0.59
N1 -1.74 -2.10 -0.03  -0.66
O1 -3.09 -2.65 2.02  -0.85
S1 -2.90 -1.59 1.03  1.16
H1 -0.06 -2.09 -1.14  0.18
H2 -0.31 -0.07 2.45  0.19
H3 -1.23 1.02 1.28  0.18
H4 1.09 -0.84 0.60  0.23
H5 -0.68 0.97 -1.14  0.21
H6 0.74 0.10 -1.73  0.21
H7 0.93 1.39 -0.55  0.22

Calculated values
calculated total energy	-18630.89859	eV
LUMO energy (alpha / beta)	-0.214 / -0.439	eV
HOMO level (alpha / beta)	-7.99 / -8.47	eV
net charge	0

3.
Computed, not measured: a cluster of 2 separate species, C4H7NOS in total, with the ωB97M-V functional and the def2-TZVPD basis.

Last column: natural (NBO) charge in e.
Positions of all 14 atoms, in Å:
C1 3.29 -0.98 1.38  -0.16
C2 1.27 0.19 -1.19  0.52
C3 -2.08 -0.51 0.36  -0.63
C4 -0.80 0.40 0.26  -0.21
N1 -0.03 0.42 -1.06  -0.62
O1 1.88 0.52 -2.19  -0.62
S1 3.83 0.08 2.37  0.16
H1 1.69 -0.41 -0.30  0.11
H2 -2.43 -0.67 -0.74  0.21
H3 -2.05 -1.59 0.75  0.22
H4 -2.86 0.01 0.77  0.21
H5 -1.17 1.47 0.43  0.19
H6 -0.17 0.14 1.02  0.20
H7 -0.38 0.94 -1.86  0.40

Calculated values
calculated total energy	-18631.41353	eV
LUMO energy	-0.377	eV
HOMO level	-9.62	eV
net charge	0

4.
Computed, not measured: the molecule C4H7NOS, with the ωB97M-V functional and the def2-TZVPD basis.

Last column: natural (NBO) charge in e.
Positions of all 14 atoms, in Å:
C1 0.03 1.37 0.66  0.17
C2 0.03 1.71 -0.81  -0.14
C3 0.41 -0.91 0.41  0.14
C4 -0.68 -2.00 0.70  -0.66
N1 0.03 0.21 1.09  -0.46
O1 -0.04 0.53 -1.68  -0.76
S1 1.96 -1.36 -0.01  -0.12
H1 -0.02 2.14 1.51  0.21
H2 -0.36 2.63 -1.12  0.21
H3 1.11 1.96 -0.75  0.21
H4 -0.66 -3.00 0.21  0.23
H5 -1.57 -1.54 0.53  0.21
H6 -0.63 -2.12 1.88  0.23
H7 0.40 0.39 -2.61  0.53

Calculated values
calculated total energy	-18631.25860	eV
LUMO energy	0.341	eV
HOMO level	-8.12	eV
SMILES string	CC(=S)/N=C\CO
net charge	0

Values of F_max, in order: 4.13; 1.41; 4.47; 4.83, all in eV/A.
Values of energy above the lowest of the compared OMol25 structures with the same formula, charge and spin, in order: 1.874; 3.651; 3.136; 3.291, all in eV.